Density functional theory data (the ωB97M-V functional and the def2-TZVPD basis) for 2 unconnected molecules or ions with the total composition C5H10N2 at a distorted geometry.

Last columns: bonded neighbours and bond lengths (Å).
Atoms and positions in Å:
1 N -1.64 0.38 1.23  C2 1.267, H6 1.018
2 C -0.75 0.39 0.33  N1 1.267, C3 1.603, C5 1.535
3 C -0.99 -0.08 -1.18  C2 1.603, N4 1.468, H7 1.089, H8 1.096
4 N 0.12 0.80 -1.58  C3 1.468, C5 1.469, H9 1.013
5 C 0.11 1.50 -0.30  C2 1.535, N4 1.469, H10 1.093, H11 1.097
6 H -1.35 0.77 2.12  N1 1.018
7 H -0.88 -1.12 -1.47  C3 1.089
8 H -1.99 0.27 -1.48  C3 1.096
9 H -0.05 1.37 -2.40  N4 1.013
10 H 1.10 1.63 0.14  C5 1.093
11 H -0.41 2.47 -0.30  C5 1.097
12 C 1.01 -1.06 1.40  C13 1.351, H14 1.081, H15 1.086
13 C 1.16 -1.68 0.20  C12 1.351, H16 1.075, H17 1.079
14 H 0.59 -1.59 2.24  C12 1.081
15 H 1.65 -0.23 1.68  C12 1.086
16 H 0.67 -2.62 0.01  C13 1.075
17 H 1.66 -1.21 -0.63  C13 1.079

Computed properties:
Total charge: 0
SMILES: N=C1CNC1.C=C
Calculated total energy in eV: -8323.84267
F_max in eV Å⁻¹: 4.20
Relative energy (zero: lowest compared OMol25 entry of this formula, charge and spin) in kcal per mole: 80.5
Spin multiplicity: 1
E_HOMO in eV: -8.9